(1)
{
  "formula": "C37H75BrN2O14S2",
  "method": "ωB97M-V/def2-TZVPD",
  "elements": ["C", "O", "C", "C", "C", "C", "C", "O", "C", "C", "O", "C", "O", "C", "C", "C", "C", "S", "C", "S", "N", "C", "C", "N", "C", "C", "Br", "C", "O", "H", "H", "H", "H", "H", "H", "H", "H", "H", "H", "H", "H", "H", "H", "H", "H", "H", "H", "H", "H", "H", "C", "C", "O", "H", "H", "H", "H", "H", "H", "C", "C", "O", "H", "H", "H", "H", "H", "H", "C", "C", "O", "H", "H", "H", "H", "H", "H", "C", "C", "O", "H", "H", "H", "H", "H", "H", "C", "C", "O", "H", "H", "H", "H", "H", "H", "C", "C", "O", "H", "H", "H", "H", "H", "H", "C", "C", "O", "H", "H", "H", "H", "H", "H", "C", "C", "O", "H", "H", "H", "H", "H", "H", "C", "C", "O", "H", "H", "H", "H", "H", "H"],
  "positions_angstrom": [[0.049, 1.280, 6.290], [-1.070, 2.109, 6.094], [-0.969, 2.958, 4.965], [-0.623, 2.222, 3.701], [-1.282, 1.151, 3.248], [-2.474, 0.567, 3.952], [-3.260, -0.484, 3.192], [-4.555, -0.535, 3.833], [-5.338, -1.555, 3.357], [-5.149, -2.866, 4.051], [-6.127, -1.366, 2.487], [-0.732, 0.560, 1.994], [-1.416, 0.115, 1.099], [0.753, 0.573, 1.865], [1.378, -0.631, 1.250], [1.914, -1.536, 2.355], [2.283, -2.918, 1.834], [0.845, -4.013, 1.891], [0.177, -4.060, 0.300], [-1.320, -4.591, 0.048], [1.027, -3.663, -0.765], [2.228, -4.246, -1.104], [2.675, -3.536, -2.180], [1.806, -2.542, -2.508], [0.816, -2.637, -1.643], [1.380, 1.646, 2.326], [3.231, 1.887, 2.237], [0.544, 2.723, 2.929], [0.769, 3.895, 2.783], [0.983, 1.768, 6.003], [0.106, 1.055, 7.349], [-0.024, 0.338, 5.745], [-1.907, 3.492, 4.845], [-0.192, 3.692, 5.175], [-2.149, 0.132, 4.893], [-3.155, 1.368, 4.229], [-2.788, -1.459, 3.308], [-3.412, -0.238, 2.151], [-5.815, -3.581, 3.589], [-4.113, -3.176, 3.984], [-5.425, -2.733, 5.093], [2.150, -0.370, 0.533], [0.573, -1.176, 0.766], [2.737, -1.070, 2.888], [1.123, -1.657, 3.094], [2.735, -2.871, 0.849], [3.015, -3.377, 2.492], [2.651, -5.072, -0.570], [3.596, -3.746, -2.692], [-0.054, -2.007, -1.621], [-2.624, -8.403, -1.431], [-3.560, -7.561, -2.275], [-4.280, -6.619, -1.483], [-3.185, -8.943, -0.667], [-2.082, -9.125, -2.043], [-1.895, -7.770, -0.928], [-4.305, -8.182, -2.770], [-2.998, -7.026, -3.049], [-3.626, -6.053, -1.060], [3.642, 0.425, -4.845], [4.805, -0.138, -4.051], [4.381, -0.743, -2.826], [3.109, 1.177, -4.260], [3.982, 0.882, -5.776], [2.930, -0.361, -5.093], [5.508, 0.651, -3.785], [5.345, -0.885, -4.643], [3.782, -1.460, -3.074], [1.512, -6.936, -4.054], [0.184, -7.238, -3.385], [0.282, -7.219, -1.963], [2.267, -7.657, -3.739], [1.423, -6.975, -5.140], [1.865, -5.940, -3.773], [-0.161, -8.236, -3.652], [-0.575, -6.516, -3.709], [0.571, -6.337, -1.706], [-5.115, 5.709, 4.783], [-3.816, 6.490, 4.853], [-2.752, 5.799, 4.201], [-4.991, 4.722, 5.232], [-5.917, 6.233, 5.305], [-5.420, 5.559, 3.745], [-3.505, 6.624, 5.889], [-3.938, 7.481, 4.406], [-2.995, 5.680, 3.278], [0.822, 3.634, -1.934], [0.422, 3.803, -3.385], [0.538, 2.583, -4.118], [1.847, 3.267, -1.863], [0.751, 4.578, -1.391], [0.176, 2.904, -1.446], [1.077, 4.518, -3.878], [-0.606, 4.173, -3.460], [-0.043, 1.933, -3.711], [-4.386, 4.761, 8.838], [-3.086, 5.542, 8.905], [-2.023, 4.854, 8.251], [-4.260, 3.777, 9.288], [-5.188, 5.286, 9.361], [-4.692, 4.611, 7.800], [-2.775, 5.677, 9.939], [-3.210, 6.535, 8.457], [-2.265, 4.728, 7.328], [7.474, 2.118, -1.164], [6.143, 1.710, -0.560], [6.083, 2.008, 0.836], [8.292, 1.612, -0.652], [7.517, 1.869, -2.225], [7.633, 3.194, -1.058], [5.990, 0.637, -0.651], [5.317, 2.211, -1.076], [6.200, 2.958, 0.938], [-0.307, -2.588, -6.792], [1.011, -2.050, -6.265], [1.690, -1.251, -7.231], [-0.143, -3.178, -7.694], [-0.801, -3.216, -6.048], [-0.982, -1.769, -7.052], [1.687, -2.869, -6.020], [0.847, -1.467, -5.352], [1.119, -0.508, -7.453], [1.280, 5.186, -6.988], [0.226, 4.638, -7.930], [0.327, 3.222, -8.050], [2.279, 4.925, -7.337], [1.212, 6.272, -6.897], [1.147, 4.740, -6.003], [0.345, 5.046, -8.932], [-0.776, 4.903, -7.573], [0.219, 2.850, -7.168]],
  "atomic_forces_ev_per_a": [[0.201, 0.037, 0.202], [-0.463, -0.065, -0.200], [0.365, 0.020, 0.244], [-0.278, -0.129, 0.091], [0.045, 0.077, 0.161], [-0.082, 0.008, -0.287], [-0.588, 0.189, 0.507], [0.379, -0.018, 0.141], [0.047, -0.014, 0.051], [-0.280, 0.251, -0.046], [-0.354, 0.153, -0.379], [-0.149, 0.073, -0.031], [-0.029, -0.248, 0.043], [0.325, -0.102, -0.160], [-0.234, -0.075, 0.239], [-0.186, 0.014, 0.088], [0.235, 0.243, 0.309], [0.079, -0.252, 0.006], [0.210, 0.160, -0.128], [-0.362, -0.014, -0.084], [-0.223, 0.065, 0.094], [0.182, 0.258, -0.205], [0.221, -0.736, 0.467], [-0.590, 0.264, 0.220], [0.606, -0.137, -0.641], [0.062, 0.016, 0.023], [0.053, 0.065, -0.223], [0.051, -0.093, -0.125], [0.228, 0.319, 0.196], [0.078, 0.137, -0.057], [-0.053, -0.039, 0.166], [-0.056, -0.090, -0.175], [-0.209, 0.049, 0.139], [0.055, 0.256, -0.176], [0.096, 0.014, 0.206], [-0.121, 0.145, -0.009], [0.179, -0.140, -0.313], [0.090, -0.032, -0.217], [0.046, -0.278, -0.043], [0.146, -0.165, 0.094], [0.117, -0.061, 0.203], [0.115, -0.012, -0.147], [-0.002, -0.016, -0.428], [0.305, 0.058, -0.119], [-0.068, -0.003, 0.200], [-0.055, -0.081, -0.156], [0.063, -0.190, 0.101], [-0.037, -0.166, 0.147], [0.054, 0.188, -0.273], [-0.179, 0.012, 0.146], [-0.191, -0.050, 0.116], [0.137, 0.114, 0.101], [-0.025, -0.070, -0.056], [-0.051, -0.031, -0.059], [0.040, 0.016, 0.005], [0.107, -0.019, -0.051], [-0.064, 0.040, 0.007], [0.004, -0.093, -0.066], [-0.054, 0.035, 0.025], [-0.030, 0.063, 0.210], [-0.101, -0.184, -0.011], [0.087, -0.017, -0.222], [0.020, 0.036, -0.012], [0.003, -0.042, -0.005], [0.035, -0.031, -0.096], [0.030, -0.011, 0.088], [0.072, 0.106, -0.073], [-0.138, 0.285, 0.205], [0.040, -0.031, 0.078], [0.071, 0.185, 0.060], [0.141, -0.036, -0.095], [-0.009, -0.030, -0.023], [-0.011, 0.010, -0.005], [-0.036, 0.025, -0.047], [-0.042, -0.019, 0.036], [-0.032, -0.055, -0.064], [-0.032, 0.039, 0.006], [0.064, -0.030, 0.027], [-0.123, -0.118, -0.232], [0.029, -0.054, 0.185], [-0.012, 0.009, 0.039], [-0.013, -0.002, -0.013], [-0.037, 0.059, -0.003], [0.076, 0.016, -0.005], [-0.020, 0.043, 0.089], [0.031, 0.020, -0.035], [0.122, -0.061, -0.025], [-0.163, -0.170, 0.097], [0.063, 0.109, -0.138], [-0.004, 0.033, -0.003], [-0.026, -0.025, -0.002], [-0.079, -0.007, 0.099], [0.015, -0.003, -0.041], [0.042, 0.113, 0.014], [0.023, -0.014, 0.018], [0.047, -0.027, -0.001], [-0.038, -0.110, -0.311], [0.010, 0.066, 0.178], [0.006, 0.007, 0.039], [-0.009, 0.006, -0.021], [-0.038, 0.055, 0.000], [0.075, 0.004, 0.001], [-0.046, 0.042, 0.100], [0.020, -0.052, -0.022], [0.013, -0.017, 0.098], [0.023, 0.172, 0.009], [0.015, -0.063, 0.030], [-0.002, -0.036, -0.020], [-0.017, 0.005, -0.010], [-0.026, 0.016, -0.056], [-0.054, -0.026, 0.018], [-0.016, -0.074, -0.063], [0.030, 0.018, 0.015], [0.054, -0.003, -0.071], [-0.127, 0.191, -0.097], [-0.026, -0.168, 0.040], [0.011, -0.030, 0.014], [-0.003, 0.016, 0.012], [-0.026, 0.001, 0.053], [0.052, 0.014, 0.013], [0.018, -0.093, 0.077], [0.034, 0.045, -0.046], [0.040, -0.013, -0.049], [-0.007, -0.143, 0.175], [-0.042, 0.030, -0.061], [-0.006, 0.014, -0.046], [-0.031, -0.011, 0.017], [0.017, 0.056, 0.064], [-0.005, -0.058, -0.043], [0.005, 0.096, -0.053], [0.056, -0.003, 0.031]],
  "smiles": "COCC1=C(CCOC(C)=O)C(=O)C(CCCSC(=S)n2ccnc2)=C(Br)C1=O.CCO.CCO.CCO.CCO.CCO.CCO.CCO.CCO.CCO",
  "relative_energy_kj_mol": 0.0
}

***

(2)
{
  "formula": "C37H77N2O15",
  "method": "ωB97M-V/def2-TZVPD",
  "elements": ["C", "C", "C", "N", "C", "C", "O", "C", "C", "O", "C", "C", "C", "N", "C", "C", "C", "O", "H", "H", "H", "H", "H", "H", "H", "H", "H", "H", "H", "H", "H", "H", "H", "H", "H", "C", "O", "C", "C", "O", "C", "H", "H", "H", "H", "H", "H", "H", "H", "H", "H", "C", "O", "C", "C", "O", "C", "H", "H", "H", "H", "H", "H", "H", "H", "H", "H", "C", "O", "C", "C", "O", "C", "H", "H", "H", "H", "H", "H", "H", "H", "H", "H", "C", "O", "C", "C", "O", "C", "H", "H", "H", "H", "H", "H", "H", "H", "H", "H", "C", "O", "C", "C", "O", "C", "H", "H", "H", "H", "H", "H", "H", "H", "H", "H", "C", "O", "C", "C", "O", "C", "H", "H", "H", "H", "H", "H", "H", "H", "H", "H"],
  "positions_angstrom": [[-0.106, 1.935, 1.912], [-0.418, 2.275, 0.561], [-0.581, 2.278, -1.096], [0.369, 1.475, -1.938], [0.302, -0.010, -1.695], [0.224, -0.984, -3.053], [0.344, -0.649, -0.527], [1.815, 1.857, -1.782], [2.651, 2.187, -3.193], [2.531, 1.917, -0.659], [-0.771, 3.899, -1.372], [0.494, 4.918, -1.175], [-1.792, 4.082, -2.655], [-2.523, 2.920, -2.631], [-2.135, 1.873, -1.566], [-3.314, 1.869, -0.428], [-4.760, 1.741, -1.252], [-4.984, 0.640, -2.017], [0.304, 1.720, 3.012], [-0.443, -0.468, -3.870], [1.349, -1.021, -3.448], [-0.109, -2.073, -2.776], [2.214, 3.218, -3.594], [2.438, 1.308, -3.969], [3.816, 2.274, -3.001], [-1.498, 4.194, -0.469], [0.133, 5.875, -0.581], [1.452, 4.426, -0.694], [0.770, 5.318, -2.264], [-1.838, 5.035, -3.331], [-3.255, 2.880, -3.373], [-2.289, 0.885, -2.172], [-3.254, 2.911, 0.145], [-3.168, 0.960, 0.328], [-5.590, 2.572, -1.252], [-3.151, 2.715, 6.016], [-1.891, 2.194, 5.608], [-1.346, 1.284, 6.570], [-1.532, -0.169, 6.128], [-2.913, -0.542, 6.140], [-3.478, -0.559, 4.834], [-3.598, 3.235, 5.165], [-3.834, 1.924, 6.337], [-3.008, 3.433, 6.830], [-1.783, 1.453, 7.561], [-0.273, 1.498, 6.636], [-1.021, -0.822, 6.844], [-1.087, -0.342, 5.140], [-3.103, -1.425, 4.280], [-3.256, 0.359, 4.283], [-4.564, -0.651, 4.931], [5.043, 0.954, 8.794], [5.236, 0.389, 7.502], [4.263, -0.618, 7.202], [3.181, -0.082, 6.262], [2.372, 0.904, 6.911], [2.717, 2.228, 6.516], [5.680, 1.838, 8.880], [4.005, 1.257, 8.955], [5.341, 0.232, 9.561], [3.822, -1.023, 8.120], [4.796, -1.433, 6.699], [2.514, -0.908, 5.988], [3.619, 0.315, 5.339], [2.370, 2.411, 5.494], [3.794, 2.403, 6.579], [2.210, 2.928, 7.187], [-4.914, -2.068, -2.899], [-5.360, -3.400, -2.667], [-6.732, -3.582, -3.033], [-6.857, -4.303, -4.378], [-6.386, -3.482, -5.452], [-5.088, -3.866, -5.893], [-3.826, -2.048, -2.791], [-5.169, -1.723, -3.904], [-5.352, -1.397, -2.154], [-7.264, -2.623, -3.049], [-7.188, -4.204, -2.256], [-7.917, -4.500, -4.572], [-6.334, -5.266, -4.361], [-5.150, -4.806, -6.450], [-4.391, -3.974, -5.058], [-4.710, -3.087, -6.563], [3.198, 2.979, -6.815], [4.141, 2.178, -6.111], [4.257, 0.864, -6.669], [5.524, 0.731, -7.517], [5.442, 1.532, -8.701], [6.199, 2.733, -8.592], [3.302, 4.012, -6.473], [3.368, 2.953, -7.895], [2.183, 2.637, -6.591], [3.365, 0.605, -7.250], [4.322, 0.167, -5.826], [5.618, -0.310, -7.846], [6.419, 0.982, -6.935], [7.268, 2.502, -8.651], [5.985, 3.265, -7.662], [5.935, 3.381, -9.433], [-5.418, -8.107, -3.592], [-6.602, -7.825, -4.329], [-6.516, -8.281, -5.684], [-7.296, -9.582, -5.883], [-6.681, -10.668, -5.182], [-7.364, -10.987, -3.975], [-5.620, -7.920, -2.533], [-5.105, -9.149, -3.706], [-4.612, -7.441, -3.917], [-5.471, -8.397, -5.993], [-6.965, -7.501, -6.309], [-7.279, -9.842, -6.947], [-8.344, -9.466, -5.583], [-8.310, -11.486, -4.207], [-7.553, -10.097, -3.368], [-6.738, -11.675, -3.398], [7.022, 2.805, 5.769], [7.706, 3.929, 5.226], [7.028, 5.160, 5.503], [7.706, 5.923, 6.642], [7.558, 5.235, 7.888], [8.744, 4.544, 8.267], [7.681, 1.936, 5.699], [6.759, 2.957, 6.819], [6.117, 2.606, 5.186], [5.969, 4.983, 5.723], [7.084, 5.764, 4.591], [7.212, 6.894, 6.757], [8.764, 6.109, 6.420], [9.503, 5.263, 8.592], [9.136, 3.934, 7.449], [8.503, 3.886, 9.107]],
  "atomic_forces_ev_per_a": [[-1.580, 2.242, -9.631], [2.604, -3.538, 8.675], [-2.240, 1.059, 1.814], [0.532, 0.205, 1.936], [-0.191, -5.782, 3.973], [0.927, 1.236, 0.402], [-0.425, 4.924, -6.905], [6.152, 0.971, 3.309], [-0.974, -0.353, 0.392], [-5.388, -0.452, -6.419], [-0.371, 1.135, 0.880], [-0.099, 0.729, -1.512], [0.704, -3.600, 2.870], [2.270, 4.859, -1.163], [-1.240, -1.467, -0.303], [-0.267, 0.806, -0.229], [-0.393, -5.452, -3.306], [1.710, 7.444, 4.766], [-1.361, 0.823, -2.956], [1.312, -1.130, 1.608], [-2.448, 0.050, 0.713], [0.584, 2.412, -0.365], [0.963, -2.299, 0.653], [0.384, 2.115, 1.596], [-2.737, -0.192, -0.176], [1.369, -0.751, -1.913], [0.869, -2.205, -1.072], [-2.255, 0.921, -0.888], [-0.276, -0.876, 2.381], [-0.411, -2.237, 1.092], [0.473, -0.860, 1.046], [0.810, 1.558, 1.371], [-0.318, -2.403, -1.043], [-0.307, 2.051, -1.808], [1.655, -1.452, 0.285], [0.114, 0.077, -0.173], [-0.276, -0.181, 0.250], [0.277, -0.139, -0.539], [-0.336, 0.166, 0.644], [0.213, 0.258, -0.527], [-0.109, -0.134, 0.302], [0.151, -0.046, 0.062], [0.063, 0.005, 0.030], [-0.113, -0.023, 0.043], [-0.047, -0.096, -0.140], [-0.032, -0.104, 0.049], [0.023, 0.076, -0.059], [-0.063, 0.098, 0.030], [-0.008, 0.045, -0.117], [0.057, 0.009, 0.008], [0.186, -0.029, 0.094], [0.206, 0.061, -0.074], [-0.521, -0.107, 0.149], [0.326, 0.362, -0.472], [-0.191, -0.207, 0.596], [0.356, 0.147, -0.287], [-0.169, -0.070, 0.225], [-0.025, -0.152, -0.093], [0.010, -0.054, -0.011], [-0.076, 0.046, 0.079], [-0.044, 0.125, -0.098], [-0.073, 0.016, 0.000], [0.059, -0.006, -0.001], [0.064, 0.013, 0.145], [0.088, 0.099, -0.078], [-0.028, -0.038, -0.042], [0.011, -0.182, -0.075], [-0.157, -0.364, 0.319], [-0.131, 0.331, -0.356], [0.337, -0.544, -0.095], [-0.202, 0.502, 0.049], [0.409, -0.187, 0.219], [-0.247, 0.163, -0.087], [-0.069, -0.106, 0.074], [-0.068, 0.021, -0.006], [0.044, -0.226, -0.238], [0.088, -0.049, -0.099], [-0.008, 0.012, -0.074], [0.065, -0.035, 0.055], [-0.053, 0.132, 0.074], [0.130, -0.040, 0.032], [-0.040, -0.055, 0.016], [-0.165, -0.077, 0.062], [0.233, 0.063, 0.185], [-0.294, -0.067, -0.380], [0.561, 0.201, 0.220], [-0.482, -0.042, -0.458], [0.062, 0.099, 0.585], [-0.038, -0.031, -0.237], [0.057, -0.156, 0.036], [-0.026, -0.054, 0.052], [-0.128, -0.005, -0.110], [0.124, 0.084, -0.058], [0.039, -0.032, -0.035], [-0.013, 0.039, 0.074], [-0.165, 0.048, 0.010], [0.006, 0.107, 0.073], [0.035, -0.051, 0.006], [0.005, -0.208, 0.080], [-0.187, 0.092, 0.115], [0.358, -0.300, -0.191], [-0.601, -0.004, 0.267], [0.648, -0.137, -0.075], [-0.334, 0.407, 0.178], [0.165, -0.159, -0.077], [-0.058, 0.044, -0.175], [-0.011, 0.044, -0.058], [0.121, -0.052, 0.020], [-0.091, -0.106, 0.077], [-0.004, -0.043, -0.027], [-0.018, 0.060, 0.039], [0.141, 0.071, 0.055], [-0.047, 0.047, 0.108], [-0.028, -0.007, -0.054], [-0.043, 0.085, -0.195], [0.238, -0.037, -0.127], [-0.429, 0.161, 0.354], [0.728, -0.053, -0.079], [-0.605, -0.205, 0.197], [0.331, -0.072, -0.394], [-0.157, 0.012, 0.150], [-0.071, 0.175, -0.051], [-0.026, 0.022, -0.046], [-0.095, -0.070, 0.082], [0.104, -0.007, 0.109], [-0.009, 0.030, 0.052], [0.030, -0.025, -0.047], [-0.107, -0.129, -0.041], [0.087, -0.081, -0.035], [-0.008, 0.063, 0.000], [-0.056, 0.168, -0.110]],
  "total_charge": 1
}

***

Summary of LUMO in Ha
-0.0456; -0.1844
(order as listed above)
Summary of energy in eV
-162939.1379; -73283.0234
(order as listed above)